Computed, not measured: 2 unconnected molecules or ions with the total composition C2H5N3P2, with ωB97M-V/def2-TZVPD.

```
12
Properties=species:S:1:pos:R:3
H -1.2912 0.7606 -0.8280
N -1.4650 -0.0826 -1.3684
P -0.1598 -0.9493 -1.3274
N 0.8567 -0.1536 -0.3129
C 2.0022 -0.4032 0.4768
C 1.1298 0.6965 0.8074
H 2.9593 -0.2104 0.0472
H 2.0208 -1.3718 1.0767
H 0.6126 0.6131 1.8125
H 1.3844 1.6923 0.5152
N -4.2578 0.2798 -0.0752
P -3.7920 -0.8714 -0.8238
```

Summary:
* orbital gap: 9.253 eV
* highest occupied orbital energy: -9.34 eV

Löwdin atomic charge list, values in e, 8 entries:
1. H -0.036
2. N -0.460
3. P 0.794
4. N -0.386
5. C -0.216
6. C -0.155
7. H 0.093
8. H 0.133



Computed, not measured: a single C9H14Se molecule, with ωB97M-V/def2-TZVPD.

```
24
Properties=species:S:1:pos:R:3
C -1.6402 -2.1166 -0.9129
C -1.5323 -0.7627 -0.1815
C -1.2372 -1.0485 1.2776
C -0.4420 0.1292 -0.8099
Se 1.5838 -1.0970 -0.6783
C 2.3522 0.6935 -0.0734
C 1.7637 0.8973 1.2802
C 0.4827 1.2605 1.2038
C 0.1167 1.4346 -0.2764
C 1.5215 1.6445 -0.9652
H -1.6705 -2.0666 -1.9815
H -2.4743 -2.6878 -0.4527
H -0.6969 -2.5918 -0.6778
H -2.3377 -0.0612 -0.4233
H -0.1220 -1.2004 1.3720
H -1.9220 -1.7423 1.6321
H -1.5517 -0.0170 1.7639
H -0.4390 0.1761 -1.9607
H 3.3673 0.6182 -0.2355
H 2.3404 0.8410 2.1676
H -0.3506 1.4504 2.0429
H -0.5480 2.2140 -0.3463
H 1.5233 1.3710 -1.9564
H 1.9125 2.6616 -0.8080
```

Summary:
* orbital gap: 8.497 eV
* highest occupied orbital energy: -7.85 eV

Löwdin atomic charge list, values in e, 8 entries:
1. C -0.084
2. C -0.463
3. C -0.093
4. C -0.228
5. Se 0.867
6. C -0.501
7. C -0.158
8. C -0.111



These records have E values of -926.07983; -2752.65478 hartree, in the order they appear.
These records have strongest force on any atom values of 3.24; 4.72 eV/A, in the order they appear.
These records have relative energy (zero: lowest compared OMol25 entry of this formula, charge and spin) values of 1.729; 0.867 eV, in the order they appear.